1.
# C4H9ClFNO

The molecule C4H9ClFNO in a non-equilibrium geometry (ωB97M-V/def2-TZVPD, OMol25).

Summary:
LUMO = 0.7 eV
HOMO = -9.57 eV
Orbital gap = 10.24 eV
Calculated total energy = -847.716854 Eh
Structure (SMILES) = CO[C@H](CN)[C@H](F)Cl

```
17
Properties=species:S:1:pos:R:3:nbo_charge:R:1
C 0.3217 2.3038 -0.4503 -0.291
O -0.5742 1.0443 -0.7318 -0.547
C -0.4087 -0.0055 0.2955 -0.023
C 0.8585 -0.7547 0.5654 -0.248
N 1.6055 -1.4271 -0.5173 -0.853
C -1.5344 -0.8896 0.1264 0.251
F -1.5897 -1.7573 -0.9403 -0.347
Cl -3.1007 0.0723 -0.0866 -0.080
H 1.4162 1.6096 -0.2655 0.202
H -0.0142 2.9336 0.6751 0.174
H 0.2551 3.2069 -1.1153 0.228
H -0.6172 0.2787 1.2959 0.202
H 0.6394 -1.5706 1.2214 0.215
H 1.6422 -0.0723 1.0207 0.202
H 1.3202 -2.4300 -0.6466 0.364
H 1.4186 -1.0058 -1.5598 0.368
H -1.6385 -1.5364 1.1129 0.184
```

***

2.
# C5H5ClN4

The molecule C5H5ClN4 in a non-equilibrium geometry (ωB97M-V/def2-TZVPD, OMol25).

Summary:
LUMO (alpha / beta) = 0.7 / -3.7 eV
2S+1 = 3
HOMO (alpha / beta) = -7.94 / -9.68 eV
Orbital gap (alpha / beta) = 8.66 / 5.98 eV
Calculated total energy = -872.512934 Eh

```
15
Properties=species:S:1:pos:R:3:nbo_charge:R:1
C 1.2744 1.0050 0.0469 0.007
C -0.0960 1.5342 0.0545 0.188
C 1.6643 -0.2935 -0.1343 -0.204
C 2.9913 -0.8036 -0.0267 0.005
C -1.3832 0.8188 0.0949 -0.657
N 0.0373 2.8376 -0.0272 -0.283
N 1.3653 3.1348 -0.0513 0.113
N 2.1228 2.1087 0.0356 -0.042
N 3.9290 0.0708 0.1371 -0.409
Cl 5.4757 -0.4703 -0.0409 0.147
H 0.7059 -0.8135 -0.2350 0.217
H 3.0685 -1.8955 -0.2285 0.193
H -2.1556 1.3633 0.6142 0.257
H -1.7380 1.0195 -0.9497 0.244
H -1.2005 -0.1638 0.2386 0.224
```

***

3.
# C3H3O3Pm

A structure of composition C3H3O3Pm in a non-equilibrium geometry (ωB97M-V/def2-TZVPD, OMol25).

Summary:
LUMO (alpha / beta) = -5.7 / -5.6 eV
Total charge = +1
2S+1 = 6
HOMO (alpha / beta) = -12.44 / -12.44 eV
Orbital gap (alpha / beta) = 6.73 / 6.82 eV
Calculated total energy = -949.893800 Eh

```
10
Properties=species:S:1:pos:R:3:lowdin_spin:R:1
C -0.5202 0.9347 0.3960 -0.001
C 2.0595 2.0870 -0.4196 -0.001
O -0.3919 2.1079 0.6947 -0.003
O 0.4559 0.3369 -0.4382 -0.005
C 1.4626 1.0701 -1.0678 0.000
H 2.3415 2.9663 -0.9971 0.000
H 2.3346 2.0107 0.6322 0.000
H 1.3057 1.0507 -2.1481 0.000
O -1.2301 0.0116 0.8779 -0.019
Pm -0.6321 -2.0908 0.0103 5.028
```

***

4.
# C5H5NO2

The molecule C5H5NO2 in a non-equilibrium geometry (ωB97M-V/def2-TZVPD, OMol25).

Summary:
LUMO = 0.1 eV
HOMO = -8.86 eV
Orbital gap = 8.97 eV
Calculated total energy = -398.663745 Eh
Structure (SMILES) = O=Cc1cccn1O

```
13
Properties=species:S:1:pos:R:3:nbo_charge:R:1
O -0.6907 0.1296 -2.5098 -0.592
C -0.9948 0.6747 -1.4626 0.396
C -0.3418 0.4803 -0.2637 -0.106
C -0.7668 0.6387 1.0732 -0.214
C 0.2244 -0.1596 1.8537 -0.307
C 1.0324 -0.9200 0.9688 -0.038
N 0.6918 -0.4660 -0.2640 0.021
O 1.2533 -0.9359 -1.3856 -0.515
H -1.8770 1.4445 -1.4359 0.133
H -1.4993 1.4390 1.3956 0.242
H 0.4446 -0.0535 2.9308 0.232
H 1.7409 -1.7576 1.2106 0.248
H 0.7831 -0.5140 -2.1112 0.500
```

***

5.
# C3H12N

A cluster of 2 separate species, C3H12N in total in a non-equilibrium geometry (ωB97M-V/def2-TZVPD, OMol25).

Summary:
LUMO = -4.7 eV
Total charge = +1
HOMO = -14.24 eV
Orbital gap = 9.56 eV
Calculated total energy = -175.976840 Eh

```
16
Properties=species:S:1:pos:R:3:nbo_charge:R:1
N -2.8647 -0.9426 1.9922 -0.864
H -3.7198 -0.3951 2.1208 0.461
H -2.1050 -0.3108 1.7164 0.470
H -2.6333 -1.3075 2.9254 0.460
H -3.0397 -1.7543 1.3858 0.470
C 0.8920 0.1128 -2.0661 -0.603
C 1.3704 0.9693 -0.8778 -0.398
C 1.4033 0.1820 0.4243 -0.589
H 0.0243 -0.4936 -1.7721 0.178
H 1.6751 -0.5725 -2.3808 0.212
H 0.6860 0.7576 -2.9264 0.221
H 0.7282 1.8482 -0.8151 0.194
H 2.3849 1.2807 -1.1061 0.213
H 1.4904 0.8739 1.2552 0.213
H 0.4075 -0.2947 0.5490 0.139
H 2.1422 -0.6078 0.4158 0.222
```

***

6.
# CH4NP3S

The molecule CH4NP3S in a non-equilibrium geometry (ωB97M-V/def2-TZVPD, OMol25).

Summary:
LUMO = -1.7 eV
HOMO = -8.51 eV
Orbital gap = 6.80 eV
Calculated total energy = -1517.462157 Eh
Structure (SMILES) = C[PH]#P=NP=S

```
10
Properties=species:S:1:pos:R:3:nbo_charge:R:1
C 1.4344 -0.4688 -0.1650 -0.915
P 0.9755 0.9707 0.8875 0.255
P -0.8242 1.7051 -0.2313 0.895
N -1.8444 0.5118 -0.1857 -1.310
P -2.6101 -0.8024 -0.5910 0.927
S -3.7773 -1.3852 0.9825 -0.530
H 2.5440 -0.3611 -0.5807 0.251
H 0.7598 -0.6965 -0.8614 0.215
H 1.6379 -1.3811 0.5257 0.246
H 1.7044 1.9075 0.2195 -0.035
```

***

7.
# C25H26N4O4

The molecule C25H26N4O4 in a non-equilibrium geometry (ωB97M-V/def2-TZVPD, OMol25).

Summary:
LUMO = 0.2 eV
HOMO = -8.11 eV
Orbital gap = 8.32 eV
Calculated total energy = -1488.239165 Eh
Structure (SMILES) = COc1cc(/C=N/NC(=O)c2cccnc2)ccc1OCC(=O)Nc1c(C)cc(C)cc1C

```
59
Properties=species:S:1:pos:R:3:nbo_charge:R:1
C 1.9509 -2.2593 0.4935 -0.257
O 2.2452 -0.9992 1.0552 -0.510
C 2.2139 0.1040 0.2576 0.239
C 1.9709 0.0457 -1.1031 -0.219
C 1.9715 1.1893 -1.9066 -0.109
C 1.6727 1.0693 -3.3154 0.052
N 1.3658 -0.0689 -3.7942 -0.237
N 1.0456 -0.2318 -5.0814 -0.429
C 0.7153 -1.4564 -5.5977 0.657
O 0.5050 -1.5912 -6.7847 -0.583
C 0.6648 -2.5709 -4.6141 -0.186
C 1.1885 -3.8104 -4.9713 -0.128
C 1.1665 -4.8401 -4.0464 -0.263
C 0.6262 -4.5858 -2.7946 0.047
N 0.0862 -3.4249 -2.4609 -0.437
C 0.0903 -2.4493 -3.3485 0.082
C 2.2428 2.4231 -1.3235 -0.191
C 2.4683 2.4970 0.0348 -0.251
C 2.4470 1.3664 0.8474 0.270
O 2.6782 1.6177 2.1713 -0.501
C 2.3059 0.6781 3.1591 -0.160
C 0.8067 0.3460 3.1580 0.663
O 0.3817 -0.7041 3.5821 -0.611
N 0.0546 1.3539 2.6639 -0.646
C -1.3605 1.3849 2.6009 0.175
C -2.0304 2.4099 3.2736 -0.020
C -1.2573 3.4332 4.0524 -0.634
C -3.4129 2.4585 3.2139 -0.221
C -4.1390 1.5097 2.5069 -0.003
C -5.6368 1.5571 2.4854 -0.625
C -3.4494 0.5111 1.8373 -0.216
C -2.0638 0.4344 1.8612 0.010
C -1.3458 -0.6298 1.0947 -0.652
H 0.9699 -2.2773 0.0124 0.199
H 2.7161 -2.5591 -0.2294 0.178
H 1.9528 -2.9490 1.3356 0.208
H 1.7760 -0.8965 -1.5858 0.237
H 1.7007 1.9787 -3.9262 0.162
H 1.0844 0.5537 -5.7375 0.381
H 1.6100 -3.9447 -5.9567 0.234
H 1.5670 -5.8124 -4.2870 0.223
H 0.6131 -5.3441 -2.0225 0.194
H -0.3925 -1.5336 -3.0374 0.206
H 2.2612 3.3198 -1.9238 0.212
H 2.6689 3.4451 0.5097 0.226
H 2.5519 1.1633 4.1101 0.209
H 2.8717 -0.2531 3.0850 0.224
H 0.5247 2.2346 2.5007 0.409
H -0.5809 2.9484 4.7557 0.222
H -0.6623 4.0604 3.3862 0.209
H -1.9326 4.0772 4.6093 0.222
H -3.9360 3.2467 3.7368 0.202
H -5.9938 2.5837 2.5273 0.214
H -6.0277 1.0825 1.5887 0.215
H -6.0367 1.0265 3.3500 0.221
H -4.0021 -0.2264 1.2728 0.204
H -0.8781 -1.3301 1.7860 0.250
H -0.5610 -0.1873 0.4807 0.217
H -2.0331 -1.1742 0.4525 0.216
```

***

8.
# C5H17N2O

A cluster of 2 separate species, C5H17N2O in total in a non-equilibrium geometry (ωB97M-V/def2-TZVPD, OMol25).

Summary:
LUMO = -3.0 eV
Total charge = +1
HOMO = -12.85 eV
Orbital gap = 9.83 eV
Calculated total energy = -385.177885 Eh

```
25
Properties=species:S:1:pos:R:3:nbo_charge:R:1
C -1.1999 0.6424 0.5448 -0.239
N -1.3921 -0.8133 0.3690 -0.663
C -1.6063 -1.2697 -1.0172 -0.404
C -0.1372 0.7898 1.6360 -0.022
N 1.2031 0.4046 0.9334 -0.496
C 2.4678 0.9759 1.3919 -0.450
C -0.1296 2.1460 2.2965 -0.665
H -2.0974 1.2071 0.7972 0.219
H -0.8180 0.9073 -0.4388 0.192
H -2.0417 -1.1542 1.0622 0.378
H -1.4338 -2.3376 -1.0396 0.226
H -2.5907 -0.9416 -1.3586 0.193
H -0.8567 -0.7479 -1.6117 0.178
H -0.2046 -0.0335 2.3152 0.223
H 1.0801 0.6278 -0.0453 0.427
H 1.2856 -0.6086 0.9988 0.448
H 2.7897 0.6721 2.3847 0.244
H 3.3090 0.7942 0.7252 0.248
H 2.4414 2.0530 1.4706 0.234
H -0.7700 2.0981 3.1668 0.258
H 0.8159 2.6158 2.5436 0.237
H -0.6633 2.8853 1.6945 0.235
H 0.9422 -3.8058 -6.3345 0.468
H -0.4160 -3.1443 -6.3539 0.466
O 0.0226 -3.9628 -6.1308 -0.933
```

***

9.
# C5H18NO2

A cluster of 3 separate species, C5H18NO2 in total in a non-equilibrium geometry (ωB97M-V/def2-TZVPD, OMol25).

Summary:
LUMO = -2.9 eV
Total charge = +1
HOMO = -14.81 eV
Orbital gap = 11.93 eV
Calculated total energy = -406.304122 Eh

```
26
Properties=species:S:1:pos:R:3:nbo_charge:R:1
C 0.8109 -2.0271 -0.4402 -0.624
C -0.4372 -1.1121 -0.2997 -0.064
C -0.1385 0.2089 -0.9379 -0.432
C -1.3195 1.1710 -1.0104 -0.423
C -2.3261 0.6744 -2.0589 -0.637
N -0.6729 -0.9007 1.1695 -0.693
H 1.7107 -1.4154 -0.4456 0.231
H 0.8300 -2.7937 0.3346 0.214
H 0.7697 -2.6495 -1.3289 0.245
H -1.2019 -1.7038 -0.8134 0.242
H 0.2185 0.0369 -1.9625 0.244
H 0.7709 0.6154 -0.4619 0.225
H -1.0845 2.2189 -1.2349 0.239
H -1.8258 1.3008 -0.0474 0.187
H -1.9263 -0.1330 -2.6609 0.207
H -2.5633 1.4570 -2.7848 0.236
H -3.3428 0.4609 -1.7013 0.224
H -1.6327 -0.5650 1.2132 0.438
H -0.5996 -1.7093 1.7818 0.438
H -0.0271 -0.2242 1.5991 0.479
H 1.5028 0.4079 3.7725 0.492
H 1.8115 1.2817 2.5107 0.508
O 1.1069 0.7651 2.9674 -0.998
H 2.7169 2.1455 0.7218 0.486
H 3.8991 1.2465 1.1235 0.497
O 2.9503 1.2429 0.9945 -0.962
```

***

10.
# C2H4F3O4STm

A structure of composition C2H4F3O4STm in a non-equilibrium geometry (ωB97M-V/def2-TZVPD, OMol25).

Summary:
LUMO (alpha / beta) = -11.3 / -12.0 eV
Total charge = +2
2S+1 = 3
HOMO (alpha / beta) = -17.99 / -17.95 eV
Orbital gap (alpha / beta) = 6.73 / 5.94 eV
Calculated total energy = -2161.622152 Eh

```
15
Properties=species:S:1:pos:R:3:nbo_charge:R:1
Tm 0.1085 -2.7009 0.6426 2.540
O 0.7092 -1.4938 2.3801 -1.299
S 2.7688 -2.5437 2.6430 2.001
O 2.1665 -3.3734 1.5510 -1.048
O 2.7164 -3.1220 3.9633 -0.698
C 4.5527 -2.6946 2.0818 0.836
F 4.7605 -1.8592 1.0890 -0.282
F 5.3370 -2.4488 3.1050 -0.240
F 4.7556 -3.9211 1.6514 -0.252
H 1.2656 -0.3392 2.9646 0.631
O 2.7496 -0.3455 3.3986 -0.567
C 3.2568 0.7926 2.6799 -0.288
H 3.9802 0.5170 1.9023 0.222
H 2.4347 1.1697 2.0555 0.178
H 3.6747 1.4711 3.4288 0.265
```

***

11.
# C25H30FN7O3

The molecule C25H30FN7O3 in a non-equilibrium geometry (ωB97M-V/def2-TZVPD, OMol25).

Summary:
LUMO = 0.5 eV
HOMO = -8.94 eV
Orbital gap = 9.40 eV
Calculated total energy = -1679.549025 Eh
Structure (SMILES) = CC(C)(C)NC(=O)[C@@H](c1ccncc1)N(C[C@@H]1CCCO1)C(=O)Cn1nnc(-c2ccc(F)cc2)n1

```
66
Properties=species:S:1:pos:R:3:nbo_charge:R:1
C 3.7762 2.7211 -2.0984 -0.617
C 3.9486 2.4828 -0.6003 0.127
C 3.9659 3.8082 0.1627 -0.620
C 5.2287 1.6865 -0.3399 -0.635
N 2.7901 1.6942 -0.1664 -0.628
C 2.5835 1.2319 1.0719 0.699
O 3.2856 1.4503 2.0345 -0.621
C 1.3105 0.3464 1.2266 -0.168
C 0.2150 0.7714 0.2745 -0.012
C -0.3786 -0.0860 -0.6454 -0.278
C -1.3760 0.4136 -1.4718 0.039
N -1.8055 1.6604 -1.4283 -0.415
C -1.2577 2.4714 -0.5381 0.038
C -0.2489 2.0851 0.3268 -0.245
N 1.6662 -1.0601 1.1193 -0.438
C 2.8571 -1.4403 0.3741 -0.249
C 2.6797 -1.4942 -1.1586 0.099
C 2.1863 -2.8623 -1.6402 -0.446
C 3.5003 -3.6023 -1.8821 -0.433
C 4.4095 -2.4778 -2.3752 -0.065
O 3.9379 -1.2757 -1.7802 -0.543
C 0.9743 -2.0561 1.7172 0.686
O 1.2266 -3.2285 1.5261 -0.611
C -0.1070 -1.6889 2.7520 -0.320
N -1.1893 -0.8884 2.2774 0.000
N -1.4258 0.3284 2.7098 -0.041
N -2.4671 0.7564 2.0956 -0.260
C -2.8680 -0.2343 1.2709 0.280
C -3.9876 -0.1340 0.3624 -0.117
C -4.3324 -1.2159 -0.4450 -0.162
C -5.3834 -1.1078 -1.3334 -0.284
C -6.0754 0.0894 -1.4025 0.415
F -7.1013 0.1978 -2.2704 -0.322
C -5.7499 1.1769 -0.6101 -0.277
C -4.6990 1.0607 0.2769 -0.145
N -2.0629 -1.2893 1.3839 -0.256
H 4.5977 3.3232 -2.4757 0.223
H 2.8447 3.2470 -2.3011 0.209
H 3.7742 1.7720 -2.6309 0.219
H 4.0420 3.6182 1.2294 0.238
H 4.8174 4.4064 -0.1486 0.211
H 3.0538 4.3690 -0.0305 0.206
H 5.1843 0.7326 -0.8620 0.229
H 6.0909 2.2434 -0.6953 0.210
H 5.3448 1.5076 0.7254 0.233
H 2.1423 1.4338 -0.8929 0.413
H 0.9717 0.5528 2.2507 0.255
H -0.1009 -1.1269 -0.7047 0.236
H -1.8595 -0.2251 -2.1985 0.199
H -1.6505 3.4785 -0.5192 0.197
H 0.1629 2.7786 1.0432 0.228
H 3.1548 -2.4270 0.7351 0.237
H 3.6585 -0.7361 0.6026 0.224
H 2.0162 -0.6829 -1.4803 0.179
H 1.6315 -2.7568 -2.5738 0.207
H 1.5600 -3.3514 -0.8984 0.245
H 3.8778 -4.0174 -0.9479 0.208
H 3.4075 -4.4039 -2.6103 0.223
H 4.3494 -2.3723 -3.4666 0.167
H 5.4563 -2.6155 -2.0933 0.187
H 0.3548 -1.1521 3.5853 0.253
H -0.5042 -2.6452 3.1066 0.256
H -3.7682 -2.1319 -0.3650 0.232
H -5.6711 -1.9303 -1.9691 0.232
H -6.3145 2.0913 -0.6980 0.233
H -4.4116 1.8858 0.9087 0.238
```

***

12.
# C26H22Br2F6N3O7S2SiTb

A structure of composition C26H22Br2F6N3O7S2SiTb in a non-equilibrium geometry (ωB97M-V/def2-TZVPD, OMol25).

Summary:
LUMO (alpha / beta) = -0.8 / -0.3 eV
2S+1 = 7
HOMO (alpha / beta) = -7.82 / -7.85 eV
Orbital gap (alpha / beta) = 6.97 / 7.57 eV
Calculated total energy = -9352.489917 Eh

```
70
Properties=species:S:1:pos:R:3:lowdin_spin:R:1
Tb -0.1950 -0.4311 0.7347 6.130
F 4.6190 -0.3492 2.5790 0.000
C 3.6191 0.4186 3.0087 0.000
F 3.1288 -0.1192 4.1165 0.000
F 4.1097 1.6187 3.2920 0.000
S 2.2375 0.5453 1.7422 0.002
O 1.8038 -0.8161 1.5689 -0.004
O 2.7471 1.1748 0.5632 0.000
N 1.1349 1.3572 2.4936 0.003
S 0.4486 2.5238 1.6605 0.002
O 1.0956 3.7820 1.6997 0.000
O 0.0563 1.9925 0.3850 0.002
C -1.1454 2.5867 2.6631 0.000
F -1.7578 1.4037 2.4316 0.002
F -0.8936 2.6578 3.9611 0.000
F -1.9841 3.5577 2.3471 0.000
C 0.0164 -4.1607 -0.5527 0.000
C -0.6632 -3.2784 -1.5460 0.000
C -0.8632 -3.6617 -2.8876 0.000
C -1.4123 -2.7835 -3.7829 0.000
C -1.8171 -1.5033 -3.3454 0.000
C -2.3364 -0.4717 -4.1560 0.001
Br -2.5346 -0.7548 -6.0270 0.000
C -2.6581 0.7599 -3.6386 0.000
C -2.5142 0.9926 -2.2755 0.001
Br -2.8642 2.6986 -1.5271 0.000
C -2.0559 0.0254 -1.3797 0.001
O -1.9688 0.2232 -0.1125 -0.003
C -1.6505 -1.2323 -1.9609 0.001
N -1.0517 -2.0959 -1.1090 -0.004
H 0.4970 -5.0075 -1.0307 0.000
H -0.7031 -4.5383 0.1747 0.000
H 0.7557 -3.5665 -0.0106 0.000
H -0.5600 -4.6469 -3.2040 0.000
H -1.5270 -3.0556 -4.8232 0.000
H -3.0214 1.5525 -4.2750 0.000
C -5.7225 -2.0076 3.7853 0.000
C -4.8650 -2.6005 4.6968 -0.001
C -3.4978 -2.5523 4.4927 -0.003
C -2.9603 -1.9308 3.3684 -0.013
C -3.8407 -1.3434 2.4623 0.000
C -5.2077 -1.3711 2.6693 0.000
Si -1.0616 -1.8751 3.0026 -0.082
C -0.5576 -3.7521 2.9358 -0.015
C -1.4507 -4.8198 2.8958 -0.004
C -1.0085 -6.1238 2.7450 0.000
C 0.3443 -6.3919 2.6255 -0.003
C 1.2532 -5.3461 2.6721 0.000
C 0.8012 -4.0501 2.8275 -0.004
H -6.7895 -2.0311 3.9492 0.000
H -5.2639 -3.1042 5.5670 0.000
H -2.8292 -3.0085 5.2101 -0.001
H -3.4299 -0.8593 1.5793 0.000
H -5.8785 -0.8953 1.9686 0.000
H -0.5791 -1.6058 4.4239 -0.012
H -2.5081 -4.6200 2.9805 0.000
H -1.7206 -6.9376 2.7218 0.000
H 0.6944 -7.4066 2.5016 0.000
H 2.3129 -5.5454 2.5869 0.000
H 1.5137 -3.2352 2.8553 0.000
N 2.7510 1.5439 -3.0302 0.000
C 3.0772 0.2894 -2.3632 0.000
C 1.8163 -0.1988 -1.6610 0.001
O 1.7022 -1.2512 -1.0713 0.002
O 0.7927 0.6323 -1.7492 0.003
H 3.2710 2.3207 -2.6447 0.000
H 1.1130 1.4185 -2.2832 0.000
H 2.9167 1.5039 -4.0269 0.000
H 3.8361 0.4165 -1.5862 0.000
H 3.4342 -0.4862 -3.0465 0.000
```

***

How do the records compare in molar mass? In the order shown, they have 141.573 156.576 232.054 111.100 62.136 155.039 446.507 121.204 124.204 350.045 495.559 1013.417 g/mol.